Entry 1:
Density functional theory data (the ωB97M-V functional and the def2-TZVPD basis) for a molecular structure, C27H44BrNOP2Zr in a non-equilibrium geometry.

Calculated values
charge	+4
HOMO level (alpha / beta)	-19.03 / -19.03	eV
E_LUMO (alpha / beta)	-15.4 / -15.4	eV

Each line ends with the Löwdin charge.
Positions of all 77 atoms, in Å:
Zr 2.030 -0.973 -0.821  1.45
Br 2.891 -1.379 -3.213  1.00
P 1.089 1.254 -2.239  0.89
P -0.026 0.551 1.294  0.97
O 2.784 -1.148 1.279  -0.29
N -6.023 -1.149 1.845  0.12
C -4.059 -2.440 2.317  0.01
C 2.854 1.626 -2.669  -0.45
C 1.813 -2.813 -2.209  -0.61
C 0.627 -3.268 -2.801  0.03
C -1.152 -3.167 0.518  0.11
C -1.640 1.327 0.741  -0.38
C -0.328 1.714 -4.701  -0.11
C -5.525 -0.808 0.639  -0.07
C 0.991 4.090 -2.480  -0.09
C -2.262 -2.708 0.788  0.09
C 0.085 0.690 -3.665  -0.41
C 2.597 -1.980 2.519  -0.20
C 0.089 3.173 2.655  -0.11
C -0.936 0.407 4.084  -0.10
C -0.591 -0.357 2.810  -0.38
C 3.853 -2.800 2.781  -0.03
C -0.330 -3.612 -1.824  0.07
C 3.180 1.720 -4.158  -0.12
C -4.253 -1.263 0.195  0.00
C 2.391 -3.290 -0.960  -0.19
C -5.336 -1.966 2.662  -0.06
C 0.857 1.996 2.064  -0.41
C -3.522 -2.106 1.066  -0.24
C -2.750 1.625 1.751  -0.11
C -0.037 -3.440 -0.440  -0.14
C 1.339 -3.456 -0.002  -0.06
C 0.372 2.877 -1.779  -0.37
H 4.255 -3.215 1.849  0.08
H -0.103 1.026 4.433  0.08
H -3.889 -0.950 -0.782  0.11
H 3.186 2.513 -2.121  0.09
H 0.827 3.932 2.954  0.11
H -2.481 2.366 2.518  0.07
H 2.872 0.843 -4.743  0.05
H 0.483 5.013 -2.175  0.11
H 2.724 2.586 -4.626  0.09
H 1.507 2.384 1.266  0.06
H 0.485 2.969 -0.686  0.05
H 4.258 1.816 -4.302  0.11
H -0.581 3.640 1.925  0.08
H 1.557 -3.851 1.013  0.15
H -3.103 0.711 2.250  0.07
H -3.610 2.039 1.200  0.11
H 0.490 -3.211 -3.912  0.18
H -2.052 0.610 0.008  0.05
H 3.499 0.810 -2.272  -0.01
H 3.211 -0.308 1.561  0.13
H 0.210 -1.066 3.064  0.05
H -1.279 -4.086 -2.123  0.17
H -6.170 -0.157 0.015  0.14
H -5.803 -2.256 3.622  0.14
H 1.525 1.571 2.827  0.08
H -3.510 -3.075 3.014  0.13
H -0.800 0.186 -3.260  0.09
H 4.657 -2.239 3.301  0.11
H -0.494 2.931 3.552  0.07
H -0.830 1.180 -5.522  0.11
H -1.395 2.244 0.179  0.06
H -1.005 2.502 -4.343  0.09
H -1.434 -0.985 2.491  0.05
H -1.141 -0.346 4.857  0.11
H 0.910 4.028 -3.572  0.08
H 2.346 -1.276 3.331  0.14
H -0.707 2.839 -1.997  0.10
H 3.668 -3.680 3.416  0.12
H 0.653 -0.093 -4.200  0.04
H 3.465 -3.684 -1.000  0.20
H 0.556 2.194 -5.138  0.08
H -1.825 1.043 4.016  0.07
H 2.049 4.216 -2.236  0.08
H 1.747 -2.642 2.297  0.09

***

Entry 2:
Density functional theory data (the ωB97M-V functional and the def2-TZVPD basis) for a molecular structure, C27H44F6OP2Ru in a non-equilibrium geometry.

Calculated values
charge	+2
spin multiplicity	5
HOMO level (alpha / beta)	-11.82 / -13.50	eV
E_LUMO (alpha / beta)	-6.4 / -10.9	eV

Each line ends with the Löwdin charge.
Positions of all 81 atoms, in Å:
Ru 0.146 -0.629 1.521  1.06
P -1.170 -0.355 -0.300  0.74
P 1.670 0.114 0.014  0.76
F 1.426 4.235 2.202  0.14
F -0.600 4.375 4.606  0.13
F -0.548 5.207 2.120  0.13
F -0.924 2.242 5.031  0.10
F 0.046 3.791 0.549  0.09
F 1.101 2.977 4.593  0.14
O 0.091 1.673 2.283  -0.21
C 0.463 -0.967 -6.070  -0.17
C -2.026 2.918 2.555  0.00
C -2.114 -2.911 2.141  -0.03
C 1.364 -0.318 4.907  0.00
C -0.674 -1.375 3.676  -0.22
C 1.349 -0.496 -4.953  -0.09
C 0.625 1.934 -4.928  -0.14
C -0.839 -2.287 2.570  -0.32
C 0.823 -3.733 1.148  -0.03
C 1.442 -1.837 2.834  -0.31
C -1.778 -0.845 4.508  0.00
C 1.396 0.741 -4.442  -0.12
C -1.725 -0.553 -4.733  0.03
C 0.198 0.697 -0.971  -0.44
C -2.793 0.418 -0.264  -0.21
C 0.715 -1.118 3.846  -0.23
C 2.530 -1.081 -1.042  -0.22
C 0.118 4.034 1.897  -0.49
C 0.484 -2.624 2.070  -0.38
C 2.831 1.417 0.432  -0.21
C -1.306 -1.762 -1.431  -0.22
C -0.200 3.111 4.247  -0.47
C -0.516 2.799 2.702  -0.48
C -0.783 1.662 -5.523  -0.13
C -0.956 -1.445 -5.661  -0.11
C -1.680 0.787 -4.700  0.07
C 2.918 -1.906 2.721  -0.03
H -0.887 -2.441 -5.192  0.14
H -1.654 0.225 4.716  0.07
H 3.368 -0.916 2.873  0.09
H 0.368 -0.191 -6.838  0.11
H -0.448 -2.438 -1.326  0.04
H 1.728 -3.505 0.576  0.07
H -3.549 -0.371 -0.126  0.07
H -1.521 -1.606 -6.599  0.17
H 0.536 2.644 -4.088  0.12
H -2.403 1.344 -4.096  0.15
H -2.353 3.787 3.126  0.10
H 3.533 -1.257 -0.628  0.06
H -2.857 1.132 0.573  0.03
H 0.008 1.762 -0.784  0.05
H 3.225 -2.292 1.744  0.07
H -2.303 3.078 1.506  0.09
H 1.993 -2.037 -1.085  0.03
H 3.042 2.014 -0.467  0.07
H -0.670 1.255 -6.535  0.13
H -2.742 -0.998 4.014  0.08
H 2.611 -0.650 -2.050  0.03
H 0.351 0.508 -2.043  0.02
H -2.227 -2.312 -1.192  0.06
H 3.316 -2.576 3.496  0.11
H 2.417 2.052 1.231  0.04
H 2.062 -1.256 -4.615  0.12
H 1.594 -0.968 5.767  0.12
H -2.040 -3.313 1.126  0.07
H 2.313 0.102 4.553  0.09
H 2.144 0.980 -3.677  0.11
H -1.363 -1.376 -2.459  0.01
H -2.375 -3.739 2.815  0.11
H -2.934 -2.182 2.174  0.08
H -2.512 2.012 2.929  0.09
H -2.474 -1.080 -4.132  0.13
H 0.723 0.503 5.249  0.07
H 1.198 2.476 -5.703  0.14
H -2.984 0.928 -1.220  0.05
H 0.000 -3.927 0.454  0.07
H -1.279 2.641 -5.634  0.14
H 0.960 -1.824 -6.555  0.14
H -1.800 -1.377 5.471  0.12
H 3.768 0.951 0.777  0.07
H 1.011 -4.654 1.720  0.11

***

Entry 3:
Density functional theory data (the ωB97M-V functional and the def2-TZVPD basis) for 5 unconnected molecules or ions with the total composition C27H44N2O11S4 in a non-equilibrium geometry.

Calculated values
HOMO level	-8.89	eV
E_LUMO	-1.3	eV

Each line ends with the Löwdin charge.
Positions of all 88 atoms, in Å:
S -1.102 -6.701 -1.085  0.68
S 5.257 -0.138 4.362  0.67
S 1.119 -3.905 -3.859  0.67
S -2.628 5.625 -1.069  0.68
O -1.272 5.205 -1.353  -0.33
O -3.119 5.799 0.283  -0.34
O -1.690 -1.834 1.335  0.00
O 4.722 0.057 5.693  -0.33
O -1.449 -6.739 -2.492  -0.34
O 5.836 0.945 3.592  -0.33
O 2.312 -4.588 -3.404  -0.32
O 1.025 6.479 0.947  -0.13
O 2.349 0.714 1.185  -0.01
O 0.305 -3.094 -2.975  -0.33
O -1.456 -7.767 -0.171  -0.33
N -4.351 4.024 4.517  -0.06
N 0.510 -0.750 2.231  0.04
C -1.666 -5.157 -0.397  -0.23
C -0.095 1.611 2.004  0.02
C -2.929 1.370 2.444  0.05
C 1.328 -3.901 -6.464  -0.23
C 5.568 -2.725 4.162  -0.23
C -1.462 0.714 2.118  -0.02
C -1.613 3.977 2.500  0.06
C 1.534 -2.942 -5.300  -0.23
C 4.027 -0.973 3.371  -0.24
C 0.756 -4.952 -0.351  -0.21
C 1.221 4.132 2.016  -0.12
C -3.751 4.567 -1.970  -0.22
C -2.963 3.026 2.639  -0.10
C -4.418 3.732 3.005  -0.26
C -0.506 -4.686 0.468  -0.22
C 0.645 -6.366 -0.919  -0.22
C -0.146 3.241 2.180  -0.05
C 0.075 -5.084 -4.703  -0.23
C -3.491 6.602 -3.334  -0.22
C 4.609 -2.346 3.036  -0.21
C -0.971 -0.824 1.832  -0.22
C 6.419 -1.489 4.414  -0.24
C 1.129 0.562 1.707  -0.21
C -2.966 7.107 -1.998  -0.23
C 1.009 5.042 0.633  -0.23
C -4.446 5.458 -2.998  -0.22
C 0.026 -4.641 -6.164  -0.22
H -0.823 -3.963 -6.316  0.12
H 0.076 6.787 0.809  0.09
H -1.844 -4.466 -1.226  0.11
H -0.066 4.811 0.170  0.08
H 2.156 3.434 1.810  0.12
H -0.604 -3.629 0.731  0.08
H 1.282 -3.369 -7.419  0.12
H 6.928 -1.507 5.379  0.11
H -4.466 4.120 -1.275  0.11
H 1.069 -7.107 -0.236  0.11
H 5.161 -2.291 2.089  0.12
H 0.513 -0.729 3.289  0.14
H 1.804 4.719 -0.189  0.14
H 6.184 -3.589 3.897  0.12
H 3.114 -1.060 3.966  0.10
H 1.453 4.780 2.962  0.13
H -0.918 -5.081 -4.247  0.09
H -2.662 6.224 -3.945  0.12
H -1.664 5.158 2.623  0.12
H 4.998 -2.979 5.064  0.12
H -0.472 -5.265 1.399  0.12
H -5.306 2.955 2.848  0.11
H -3.864 0.673 2.538  0.10
H -4.193 3.064 4.936  0.08
H -3.735 7.671 -1.461  0.11
H -4.621 4.693 2.362  0.11
H 2.157 -4.616 -6.513  0.12
H -4.726 4.889 -3.890  0.12
H 0.818 -4.228 -1.172  0.07
H -3.162 3.782 -2.454  0.11
H 7.143 -1.339 3.608  0.11
H -0.116 -5.498 -6.831  0.12
H 0.836 -2.102 -5.354  0.11
H 1.124 -6.445 -1.898  0.09
H -5.261 4.428 4.848  0.07
H 3.816 -3.090 2.911  0.12
H -5.368 5.867 -2.567  0.12
H 3.830 -0.388 2.469  0.07
H -2.587 -5.313 0.168  0.11
H 2.559 -2.576 -5.222  0.11
H -2.058 7.705 -2.092  0.11
H 1.662 -4.840 0.254  0.12
H -3.990 7.397 -3.896  0.12
H 0.529 -6.073 -4.599  0.11

***

Entry 4:
Density functional theory data (the ωB97M-V functional and the def2-TZVPD basis) for a molecular structure, C27H44N6OPdS2 in a non-equilibrium geometry.

Calculated values
charge	+2
HOMO level	-14.27	eV
energy relative to the best compared isomer or geometry (same formula, charge and spin)	0.000	eV
E_LUMO	-5.7	eV

Each line ends with the Löwdin charge.
Positions of all 81 atoms, in Å:
Pd -1.108 -0.147 -0.657  0.79
S -3.224 -1.233 -0.473  0.71
S -2.039 -0.568 -3.480  0.95
O -0.817 0.045 -2.723  -0.65
N -6.484 0.829 -1.041  0.16
N 0.841 0.310 -0.431  -0.02
N -4.339 1.289 -0.961  -0.08
N -1.020 -0.024 1.358  -0.04
N -3.141 1.986 -1.031  0.11
N -5.735 -0.288 -0.814  0.05
C -1.900 -0.053 -5.193  -0.34
C -1.832 0.005 3.605  0.04
C -2.025 -0.031 2.238  -0.11
C 3.080 0.507 -1.200  0.03
C -5.926 3.216 -1.378  0.02
C 0.245 0.052 1.848  -0.16
C 5.670 -0.912 -0.362  -0.03
C 2.654 0.182 1.107  0.08
C -0.547 0.036 4.131  -0.12
C 0.598 0.303 -5.641  -0.09
C -4.428 -0.056 -0.762  -0.67
C 5.712 1.599 -0.268  -0.03
C 1.301 0.174 0.826  -0.17
C -1.523 -0.007 6.458  -0.05
C 0.537 1.314 5.965  -0.03
C 1.723 0.478 -1.424  -0.06
C -5.625 1.788 -1.132  -0.31
C 0.495 0.076 3.203  0.07
C 5.090 0.330 0.335  -0.55
C -0.246 0.037 5.621  -0.55
C 5.427 0.269 1.824  -0.05
C -0.671 -0.460 -6.001  -0.26
C 0.608 -1.199 5.945  -0.03
C -0.259 -2.768 -3.420  -0.27
C 0.016 -3.308 -2.024  -0.09
C -1.718 -2.347 -3.637  -0.32
C 3.590 0.345 0.089  -0.12
H 5.254 2.501 0.142  0.10
H 1.516 0.141 3.547  0.12
H 3.737 0.652 -2.045  0.13
H 6.776 1.625 -0.034  0.10
H -0.034 -3.543 -4.154  0.12
H 1.306 0.596 -2.413  0.09
H -0.921 -0.272 -7.047  0.12
H 6.509 0.283 1.945  0.10
H 6.752 -0.931 -0.229  0.10
H -2.153 0.869 6.290  0.09
H 0.878 0.152 -4.599  0.04
H 5.617 1.628 -1.354  0.08
H -2.399 -2.826 -2.934  0.07
H -7.001 3.329 -1.490  0.10
H 1.426 -0.029 -6.265  0.09
H 1.498 1.357 5.452  0.08
H -5.443 3.571 -2.290  0.09
H 0.406 -1.933 -3.645  0.09
H 0.470 1.374 -5.803  0.09
H 2.981 0.058 2.127  0.11
H -2.701 -0.004 4.245  0.12
H -3.045 2.604 -0.233  0.12
H -3.112 2.532 -1.884  0.11
H 0.081 -2.122 5.697  0.10
H 5.260 -1.831 0.061  0.10
H -0.610 -4.176 -1.809  0.09
H 5.466 -0.907 -1.434  0.09
H 5.027 1.128 2.369  0.10
H -6.191 -1.180 -0.703  0.17
H 0.736 1.337 7.036  0.10
H 0.830 -1.214 7.012  0.10
H -2.005 1.034 -5.157  0.10
H 1.056 -3.620 -1.932  0.08
H -5.592 3.835 -0.545  0.10
H -0.175 -2.562 -1.248  0.03
H -2.823 -0.455 -5.622  0.10
H -1.257 -0.016 7.515  0.10
H 5.063 -0.648 2.291  0.09
H 1.559 -1.193 5.410  0.08
H -2.110 -0.907 6.263  0.09
H -2.056 -2.592 -4.645  0.10
H -0.505 -1.537 -5.929  0.10
H -0.031 2.209 5.709  0.10
H -3.022 -0.087 1.833  0.07

***

Entry 5:
Density functional theory data (the ωB97M-V functional and the def2-TZVPD basis) for a molecular structure, C27H45BN11Ti in a non-equilibrium geometry.

Calculated values
charge	+1
spin multiplicity	3
HOMO level (alpha / beta)	-6.57 / -9.51	eV
E_LUMO (alpha / beta)	-2.4 / -2.5	eV

Each line ends with the Löwdin charge.
Positions of all 85 atoms, in Å:
Ti 0.275 0.518 -0.069  0.73
N 1.386 2.138 3.161  -0.08
N 0.668 2.055 -1.230  -0.09
N -0.231 0.700 2.096  -0.01
N 0.920 0.163 4.131  -0.05
N -1.854 0.401 0.038  -0.05
N 2.302 0.497 0.296  -0.08
N 3.316 1.284 -0.114  -0.05
N -1.235 -4.297 -1.223  -0.16
N -3.061 0.219 -2.097  -0.06
N -3.821 1.598 -0.568  -0.10
N 1.851 2.766 -1.276  -0.06
C 2.654 -1.410 -2.825  -0.07
C 0.667 -2.619 -1.184  -0.32
C 2.800 -0.477 1.105  -0.13
C 0.732 -1.268 4.223  -0.02
C 0.725 -1.206 -1.270  -0.19
C 2.725 -2.760 -2.445  -0.09
C 1.742 -3.382 -1.654  -0.08
C -0.311 -3.428 -0.363  -0.08
C 1.204 3.387 2.364  -0.01
C 0.260 4.168 -1.879  -0.06
C 2.342 2.071 4.286  -0.12
C 1.568 -0.701 -2.333  -0.14
C -2.167 -0.471 -3.018  -0.05
C 1.615 4.000 -1.606  -0.10
C -2.464 0.141 1.350  -0.22
C 4.409 1.026 0.643  -0.07
C -1.617 -3.772 -2.572  0.00
C -4.325 0.719 -2.700  -0.11
C 2.007 0.768 4.975  -0.09
C 0.621 0.960 3.096  -0.33
C -4.679 1.800 -1.716  -0.13
C -2.783 0.775 -0.850  -0.34
C 4.119 -0.095 1.406  -0.08
C -0.888 -5.763 -1.328  0.02
C -3.738 2.641 0.452  -0.04
C -1.357 -0.177 2.343  -0.25
C -0.307 2.946 -1.655  -0.12
B 3.313 2.239 -1.333  -0.39
H -2.095 -4.472 -3.227  0.10
H 4.059 3.130 -1.122  0.07
H -1.187 -0.800 -2.676  0.05
H 2.168 -1.360 1.424  0.12
H 0.049 -5.903 -1.898  0.11
H 2.815 0.109 5.112  0.10
H -5.027 -0.088 -2.804  0.12
H 1.424 -1.624 4.961  0.09
H -2.229 -2.867 -2.437  0.07
H 0.979 -1.773 3.322  0.07
H 1.622 0.946 5.995  0.13
H 2.488 4.681 -1.608  0.14
H -2.126 -4.234 -0.730  0.16
H 1.802 -4.451 -1.490  0.09
H 2.171 2.988 4.903  0.13
H -2.630 -1.395 -3.349  0.06
H 1.375 0.306 -2.631  0.06
H -4.166 1.073 -3.740  0.13
H -4.244 3.555 0.086  0.09
H -1.290 2.616 -2.108  0.13
H -1.901 0.202 -3.882  0.12
H -3.245 -0.675 1.377  0.14
H -1.107 -1.233 2.276  0.09
H -2.732 2.824 0.853  0.10
H 2.110 4.009 2.501  0.09
H -0.978 -2.743 0.182  0.12
H -1.752 -6.196 -1.867  0.11
H 4.740 -0.713 2.074  0.10
H -0.258 -1.442 4.532  0.07
H -4.578 2.813 -2.136  0.13
H 3.530 1.590 -2.302  0.07
H -1.763 0.008 3.355  0.13
H -0.213 5.069 -2.205  0.09
H 3.387 2.137 3.829  0.14
H 1.181 3.105 1.272  0.07
H -0.835 -6.142 -0.313  0.10
H 3.592 -3.347 -2.718  0.09
H -0.703 -3.431 -3.116  0.12
H 0.272 -4.020 0.410  0.15
H -4.479 2.349 1.296  0.12
H 0.266 4.005 2.516  0.10
H -2.939 1.034 1.717  0.06
H -5.724 1.663 -1.348  0.14
H 3.437 -0.928 -3.368  0.10
H 5.348 1.474 0.422  0.11